2 unconnected molecules or ions with the total composition C5H13BN2. Source: OMol25; level of theory: ωB97M-V with the def2-TZVPD basis set.

Positions of all 21 atoms, in Å:
B1 -0.5668 1.3485 -0.0471
C1 -2.0200 -1.0022 -0.0840
C2 -2.9244 0.2253 -0.3777
C3 1.5283 -0.6666 -1.1374
C4 1.5805 -0.6748 1.3621
C5 1.7508 0.2282 0.1335
N1 -1.5735 0.3782 -0.0747
N2 0.8068 1.3497 0.1440
H1 -0.9240 3.0933 -0.5406
H2 -2.4296 -1.5648 0.7172
H3 -1.6817 -1.6722 -0.9721
H4 -3.4586 0.3922 -1.3501
H5 -3.5806 0.5136 0.5069
H6 0.6846 -1.2723 -0.9728
H7 1.3974 0.0598 -1.9134
H8 2.5889 -1.1478 -1.1341
H9 0.5583 -0.9456 1.3730
H10 1.7933 0.0301 2.2872
H11 2.3366 -1.4537 1.3976
H12 2.8084 0.6989 0.0889
H13 1.3251 2.0822 0.5933

Energy relative to the best compared isomer or geometry (same formula, charge and spin): 56.64 kcal per mole
Strongest force on any atom: 0.0889 Eh/bohr
Charge: 0
Frontier orbital gap: 9.394 eV